This record from the Open Molecules 2025 dataset describes one molecule with the formula CH5O2PS at a distorted geometry. The level of theory is ωB97M-V/def2-TZVPD.

Calculated values
ΔE to the lowest compared entry with this formula, charge and spin	260.9	kJ/mol
highest occupied orbital energy	-8.369	eV
electronic energy	-25335.588	eV

Each line ends with the natural charge from an NBO analysis.
Geometry (Å):
C: 0.750 1.195 -0.224  -0.8610
O: -1.252 -1.912 0.624  -0.9729
O: 2.677 -0.632 -0.038  -0.9761
P: -0.035 -1.755 -0.404  0.7049
S: 1.393 -0.255 0.633  0.9452
H: 0.927 2.150 0.363  0.2421
H: 1.176 1.308 -1.208  0.2524
H: -0.361 1.251 -0.246  0.2245
H: -1.887 -1.143 0.429  0.4916
H: 0.428 -3.029 0.000  -0.0506

Forces on the atoms, in the same order (eV/Å):
-1.1288 1.9033 1.0654
-2.9579 2.3517 0.4133
0.0393 0.2950 0.0980
1.2115 0.2874 -1.0006
-0.1578 -1.1356 -0.2921
0.5258 -1.2424 -0.4638
0.0773 -0.2653 -0.3136
0.4824 -0.6796 -0.2823
0.9865 -1.8562 0.6861
0.9216 0.3416 0.0896